The following is a DFT calculation (ωB97M-V with the def2-TZVPD basis set) of a 9-piece molecular cluster, C5H27O9 overall.

```
41
Properties=species:S:1:pos:R:3:forces:R:3
O -3.90521 -0.07091 0.65556 -2.40 2.46 0.45
O -0.52449 -1.35169 -3.41856 4.29 -3.62 -2.50
O -1.62157 -2.42014 1.02312 -2.94 -3.66 -2.13
O -1.82544 0.02572 2.71718 1.36 -0.19 -0.83
O 1.54672 -2.97319 0.26572 -2.70 -0.28 -1.20
O -0.17014 -2.76194 -1.32969 2.62 0.18 -1.64
O 1.64537 0.63149 2.80032 -1.27 -2.87 0.52
O 0.49472 -1.80460 2.25164 0.34 2.23 -1.54
O -2.84773 1.60375 -1.25687 -2.81 2.13 -11.57
C 1.09769 2.05305 0.91575 -1.02 0.01 -0.34
C 0.81566 1.39774 -1.52036 2.71 -1.14 0.09
C 2.18742 1.28704 1.72191 0.11 -1.32 -1.06
C 1.50522 2.35950 -0.52213 -0.17 0.73 -1.02
C 1.09365 1.69339 -3.06496 -2.61 0.23 2.01
H 2.93132 1.89069 2.20221 0.57 1.23 -0.49
H 1.91593 2.30178 -3.36553 1.02 0.11 0.31
H 2.39347 -3.24720 0.20019 4.16 -0.79 0.60
H 1.13816 3.29470 -0.91109 -0.27 1.07 0.57
H 0.74712 2.98953 1.45293 0.59 -1.12 -0.35
H 0.59915 -2.57093 2.75077 0.39 -1.84 1.66
H -2.64148 1.58899 -0.46519 2.86 0.09 12.14
H -2.74182 0.72097 -1.51393 -0.06 -1.98 -0.84
H -3.97313 0.59556 1.39058 -0.35 -0.66 -1.12
H -0.97875 -0.16959 2.19978 -1.23 0.23 1.19
H -0.83290 -2.28121 1.46918 3.16 1.14 1.95
H 1.25051 0.40013 -1.22263 -0.66 0.49 -0.71
H 2.60316 2.49863 -0.62500 -0.43 -0.74 -0.15
H -1.11764 -0.76213 -3.18797 -4.67 4.76 1.41
H 0.13984 1.42354 0.74824 1.53 0.61 1.02
H -0.29395 -1.75330 -2.56885 0.16 -0.94 0.53
H 1.15844 -2.41644 0.97962 0.21 0.83 1.65
H -1.63953 -0.44293 3.54377 -0.03 0.05 -0.31
H 0.77329 -2.95451 -0.88436 -2.43 0.54 -0.43
H -3.16574 -0.48598 0.99214 2.39 -1.70 1.08
H -2.09212 -1.63774 0.96006 -0.83 1.86 -0.02
H 1.02275 0.75780 -3.55547 0.36 -0.87 -0.77
H 1.38553 -0.32982 2.49410 -0.05 1.53 1.04
H 0.20283 2.24625 -3.39627 0.15 0.04 -0.14
H -0.81152 -3.16052 -0.79022 -1.32 -0.54 1.33
H 2.78568 0.48691 1.12839 -0.98 1.51 0.05
H -0.25047 1.34758 -1.26406 0.26 0.23 -0.45
```
Positions in Å, forces in eV/Å.

Calculated values
charge = -1

Which charges does Löwdin predict for the atoms? In e, they are:
1 O -0.032
2 O -0.028
3 O -0.014
4 O -0.091
5 O -0.005
6 O -0.123
7 O -0.145
8 O -0.323
9 O 0.063
10 C -0.175
11 C -0.235
12 C -0.325
13 C -0.264
14 C -0.082
15 H 0.092
16 H 0.047
17 H 0.008
18 H 0.087
19 H 0.122
20 H -0.046
21 H -0.128
22 H 0.019
23 H 0.077
24 H 0.044
25 H -0.088
26 H 0.115
27 H 0.113
28 H -0.080
29 H 0.115
30 H -0.034
31 H -0.003
32 H 0.053
33 H 0.015
34 H -0.065
35 H -0.044
36 H 0.027
37 H 0.066
38 H 0.065
39 H -0.012
40 H 0.141
41 H 0.076

The following is a DFT calculation (ωB97M-V with the def2-TZVPD basis set) of a 9-piece molecular cluster, C5H28N2O9 overall.

```
44
Properties=species:S:1:pos:R:3:forces:R:3
O 2.69262 -2.56344 -0.67509 0.00 -0.04 0.09
O -1.97380 1.56642 0.63341 -0.85 -0.69 1.27
O -2.63959 -3.33541 -0.73627 1.78 -0.29 -0.30
O -0.77207 0.49861 4.66544 -0.22 -0.46 0.84
O -0.07091 3.38881 -2.26231 -0.43 -1.13 0.34
O -0.96049 -1.60732 -2.19611 -0.18 -0.63 0.31
O -0.19347 -0.04172 -0.06562 0.46 -0.18 0.02
O -1.59685 0.89762 -3.30479 -0.12 0.05 -0.36
O -4.85208 -1.92042 -0.51445 -0.02 0.51 0.83
N 0.54788 -1.13794 1.76602 -0.16 -0.06 -0.03
N 3.38326 2.98102 0.74909 0.08 0.01 -1.21
C 0.67664 -0.19955 0.78031 -0.33 -1.42 -0.80
C 2.65284 0.90090 -0.50732 -0.16 1.46 -0.65
C 1.97677 0.54714 0.79946 0.06 -0.21 0.76
C 3.75231 2.01278 -0.23946 0.60 -2.03 0.46
C -0.63380 -2.01922 2.07269 3.15 0.77 1.02
H 2.71622 0.05683 1.45411 -0.25 -0.22 -0.13
H -0.41930 -1.07336 -2.78341 -0.05 0.34 0.06
H -1.03360 -1.11494 -1.35862 0.51 0.21 -0.38
H 2.50311 -2.95945 -1.53760 -0.24 0.32 0.33
H -1.01606 1.40689 4.88676 0.29 -0.20 -0.69
H 1.66466 1.40389 1.41021 0.37 0.52 -0.54
H -1.16257 -1.46826 2.85293 -0.90 -0.54 -0.54
H 4.06510 2.41158 -1.20356 -0.24 0.48 0.10
H 3.00555 0.04055 -1.09320 0.44 -0.02 0.71
H -0.42443 3.78327 -3.07098 0.49 0.68 0.13
H -1.57979 1.85737 -3.23888 0.26 0.18 -0.01
H -1.10956 -2.35450 1.17262 -0.62 0.15 -0.04
H 1.96836 1.34525 -1.23413 -0.51 0.19 0.41
H 1.93390 -2.01159 -0.42357 0.16 -0.35 -0.44
H -4.58163 -2.53851 0.17062 -0.36 -0.74 -0.23
H -1.80036 0.62886 -2.40922 -0.11 -0.22 0.21
H -0.07852 -2.85480 2.55175 -1.03 0.06 -0.23
H -4.15924 -1.27872 -0.31395 -0.14 0.53 -0.66
H -0.36129 0.42037 3.80301 -0.02 0.67 -0.26
H 4.66980 1.51335 0.14228 -0.38 -0.03 -0.23
H 1.40894 -1.38052 2.22814 -0.13 0.07 0.11
H -1.83475 -2.80451 -0.60904 -0.50 0.29 0.62
H 3.04278 3.86030 0.41199 -0.15 0.19 0.56
H 0.58547 3.94363 -1.81308 -0.10 0.49 -0.38
H 3.59232 2.77261 1.70183 -0.06 0.49 0.12
H -1.74847 1.51217 -0.29073 0.45 0.73 -0.27
H -2.26914 -3.68900 -1.55952 -0.92 -0.41 -0.30
H -1.98329 2.45890 0.97464 0.09 0.48 -0.65
```
Positions in Å, forces in eV/Å.

Calculated values
expectation value of S² = 0.75
multiplicity = 2
charge = -1

Which charges does Löwdin predict for the atoms? In e, they are:
1 O -0.067
2 O -0.124
3 O -0.076
4 O -0.085
5 O -0.276
6 O -0.087
7 O -0.007
8 O -0.110
9 O -0.084
10 N 0.003
11 N -0.030
12 C -0.508
13 C -0.188
14 C -0.161
15 C -0.312
16 C -0.014
17 H 0.120
18 H 0.032
19 H -0.006
20 H 0.042
21 H 0.034
22 H 0.112
23 H 0.071
24 H 0.090
25 H 0.098
26 H -0.015
27 H -0.007
28 H 0.050
29 H 0.084
30 H 0.008
31 H 0.012
32 H -0.008
33 H 0.094
34 H 0.020
35 H -0.002
36 H 0.101
37 H 0.115
38 H -0.004
39 H 0.029
40 H -0.045
41 H 0.054
42 H -0.014
43 H 0.048
44 H 0.013

The following is a DFT calculation (ωB97M-V with the def2-TZVPD basis set) of a 10-piece molecular cluster, C5H28N3O9 overall.

```
45
Properties=species:S:1:pos:R:3:forces:R:3
O 2.07988 3.34100 -1.67239 1.80 -1.41 -0.41
O 2.36304 -3.03716 0.12580 -0.96 0.64 -0.50
O -2.32624 -0.92076 3.28415 1.47 0.36 -3.23
O -0.53524 3.41583 -2.47214 0.33 -1.41 0.60
O -2.65716 0.88968 -2.32557 -0.69 -1.16 -0.51
O 0.04972 -1.68950 3.40350 1.52 0.33 0.33
O -0.95092 -3.87621 1.69737 -0.25 1.01 -1.53
O 0.30945 0.21632 -2.84880 0.07 -0.07 -0.39
O 2.16118 -0.32109 -0.96644 1.00 -1.15 0.05
N 0.64381 0.63804 1.48532 0.62 0.49 1.48
N -0.11232 -1.93740 -0.09465 -2.10 0.18 -1.46
N 0.81904 2.77192 0.91237 2.46 -0.53 0.23
C -0.46816 0.98462 0.73824 0.78 0.73 -0.10
C -0.30824 2.26449 0.34996 -1.11 2.11 -0.82
C -1.39036 -1.13055 -0.43916 -0.72 1.71 0.06
C 1.41511 1.73791 1.63157 -1.76 -1.27 -1.90
C -1.65380 0.15359 0.46833 0.18 -1.34 -1.00
H 2.27296 2.35596 -1.77937 -0.17 1.97 0.29
H 0.72595 -1.70399 -0.66348 -0.76 0.30 0.35
H 0.77100 -1.63681 4.05464 -0.37 -0.47 -0.01
H 2.41691 1.73393 2.06221 -0.54 0.25 -0.09
H 0.19629 -0.65946 -3.23673 0.14 0.00 -0.01
H -2.98436 0.57872 -3.19448 0.32 0.74 0.69
H -2.33462 -1.72077 -0.24144 1.51 -0.01 -0.59
H -0.28571 0.76293 -3.37253 -0.03 0.28 0.09
H -2.15047 1.69074 -2.41143 0.26 0.78 -0.48
H 1.39653 3.40976 0.33001 -0.60 -0.19 1.08
H -2.79992 -0.91117 4.05442 -1.79 0.17 3.12
H 2.93180 3.79659 -1.90754 -1.20 -0.62 0.22
H -0.44010 -2.91291 -0.31289 1.15 0.93 1.34
H -1.06606 -3.36277 2.49471 0.13 -0.14 0.71
H 0.40163 3.23153 -2.22634 -0.83 0.52 -0.30
H -2.00344 -0.25760 1.42857 -0.62 0.62 -0.63
H 2.73587 -1.10019 -1.18429 -0.63 1.32 -0.14
H 0.13385 -1.71686 0.87257 0.07 -0.95 0.02
H -0.90435 3.01479 -0.20937 0.18 -1.20 0.30
H 2.56391 -3.96547 0.22970 0.74 0.01 0.20
H -2.38290 0.76827 -0.16761 0.71 -1.06 1.52
H 2.06364 0.21429 -1.76513 -0.19 -0.55 -0.14
H -1.51762 -0.39478 3.40430 -0.61 -0.51 0.44
H 0.34684 -0.97162 2.81583 -0.08 0.24 -0.39
H -1.32820 -0.72693 -1.47934 0.01 -0.94 0.91
H 3.09315 -2.43395 0.27348 0.48 -0.72 0.46
H -0.78005 -4.78874 1.83829 0.06 -0.92 0.81
H -0.51133 4.20578 -2.98424 0.02 0.94 -0.64
```
Positions in Å, forces in eV/Å.

Calculated values
charge = +1

Which charges does Löwdin predict for the atoms? In e, they are:
1 O -0.076
2 O -0.029
3 O -0.036
4 O -0.060
5 O -0.052
6 O -0.081
7 O -0.033
8 O -0.052
9 O -0.073
10 N 0.069
11 N 0.158
12 N 0.051
13 C -0.315
14 C -0.096
15 C -0.106
16 C -0.119
17 C -0.105
18 H 0.087
19 H 0.093
20 H 0.076
21 H 0.124
22 H 0.066
23 H 0.080
24 H 0.144
25 H 0.043
26 H 0.007
27 H 0.137
28 H 0.004
29 H 0.108
30 H 0.153
31 H 0.018
32 H 0.000
33 H 0.079
34 H 0.065
35 H 0.095
36 H 0.133
37 H 0.062
38 H 0.130
39 H 0.017
40 H 0.039
41 H -0.004
42 H 0.076
43 H 0.048
44 H 0.035
45 H 0.038

Going through the records in order, we get energy relative to the best compared isomer or geometry (same formula, charge and spin) values of 79.3; 19.8; 25.8 kcal/mol.
Going through the records in order, we get strongest force on any atom values of 12.48; 3.40; 3.60 eV/A.
Going through the records in order, we get DFT total energy values of -883.8095; -993.9097; -1048.5084 hartree.